C49H83Br26F9NO5 as an isolated structure in a non-equilibrium geometry, computed with wB97M-V/def2-TZVPD.

```
173
Properties=species:S:1:pos:R:3:forces:R:3:mulliken_charge:R:1
C -2.02309 -3.80387 5.54920 -1.183 -0.565 -0.888 -0.43
C -3.25376 -3.11581 4.73256 1.535 -0.062 0.962 -0.34
O -3.57851 -4.04703 3.65659 -1.401 2.686 -0.009 0.12
C -4.82270 -3.60651 2.99693 0.684 0.217 1.845 -1.17
N -4.85282 -4.23338 1.64581 -0.192 -0.832 -3.132 1.47
C -5.76431 -5.32615 1.30232 0.038 -1.312 -3.018 0.52
C -6.85583 -5.92002 2.34988 0.883 1.941 0.338 -0.64
C -8.00588 -4.80148 2.64792 -0.424 -0.305 0.004 0.82
C -9.34600 -5.08105 1.80463 -0.100 -0.433 -0.478 -0.93
F -8.29635 -4.87236 4.08227 0.470 0.078 -2.177 -0.40
C -5.76652 -6.02216 -0.11426 2.200 3.790 0.330 -1.10
C -4.78519 -5.50430 -1.20864 -0.294 1.312 2.719 -0.17
O -4.77748 -6.09208 -2.50619 -0.272 1.822 3.075 -0.46
C -3.81755 -4.31531 -0.79610 -1.984 -1.331 1.739 0.82
C -2.79374 -3.80828 -1.91704 -0.262 0.157 0.512 -1.29
C -1.26529 -4.23711 -1.66913 0.779 0.199 -0.881 0.12
O -0.93762 -4.53372 -0.28308 1.128 0.862 -0.342 -0.13
C 0.49320 -4.44309 -0.04991 0.343 -0.815 0.238 -0.98
C 0.88456 -3.13184 0.83180 -1.545 -1.145 -1.029 1.19
F 0.24387 -3.28739 2.11335 1.670 1.051 -2.828 -0.27
F 0.35708 -2.00632 0.09344 0.976 -1.991 2.194 -0.33
C 2.46960 -2.88952 0.93535 0.694 0.349 -0.297 0.45
F 2.91459 -2.61509 -0.41163 -0.814 -0.971 3.092 -0.23
F 3.18669 -4.02227 1.46277 -1.913 2.550 -1.478 -0.29
C 2.91039 -1.62735 1.81970 -0.057 2.712 1.546 0.61
F 2.35656 -0.37888 1.34876 0.883 -3.334 0.767 -0.27
F 2.44740 -1.73631 3.18392 1.107 -0.308 -3.415 -0.29
C 4.52500 -1.38390 1.82940 0.200 2.001 -0.076 0.09
F 4.86020 -0.49853 2.91709 -0.940 -2.454 -2.538 -0.27
F 4.83599 -0.62643 0.63404 -0.656 -2.001 2.494 -0.26
C -3.90964 -3.70321 0.64899 0.044 -1.801 -2.745 -0.05
C -2.92295 -2.47808 1.00299 -0.159 0.280 -0.593 0.33
C -3.70296 -1.04168 0.99806 0.454 -0.953 2.380 -0.37
O -3.34755 -0.22434 -0.14940 -2.809 0.491 0.747 -0.23
C -4.54995 0.55721 -0.40489 -3.309 -0.313 -3.033 0.22
O -5.38086 0.16766 -1.27887 3.878 1.226 3.587 -0.51
C -4.91825 1.90142 0.40822 1.695 0.026 0.514 0.36
C -3.75616 2.36986 1.44028 -0.318 -0.187 0.240 -0.62
H -1.22593 -4.04340 4.75907 -0.879 0.598 1.323 0.02
H -1.64796 -3.13713 6.40235 -0.508 -1.028 -1.405 0.40
H -2.40000 -4.82880 5.93508 0.673 1.863 -0.393 -0.14
H -2.83971 -2.11659 4.30734 -1.029 -1.419 0.543 0.13
H -4.15740 -2.94532 5.42226 1.256 -0.157 -1.052 0.37
H -5.67311 -3.92888 3.68980 0.851 0.191 -1.461 0.69
H -4.85855 -2.44709 2.96492 0.151 -1.918 -0.411 0.04
H -7.33261 -6.88343 1.96096 1.038 1.489 0.542 0.38
H -6.26812 -6.08681 3.33121 -1.210 0.015 -1.505 0.10
H -7.62434 -3.72790 2.45341 -0.592 -1.748 0.408 0.22
H -10.30173 -5.10165 2.44381 1.686 0.238 -0.720 0.35
H -9.51618 -4.31441 0.95661 0.463 -1.148 1.549 -0.08
H -9.28642 -6.12034 1.29186 -0.041 1.686 0.888 0.27
H -6.50710 -6.88625 -0.37103 1.808 3.019 0.621 0.21
H -4.86358 -5.38775 -3.20626 0.201 -0.505 0.688 0.10
H -3.09852 -4.22713 -2.95351 0.432 0.614 1.889 0.17
H -2.88908 -2.66811 -2.00812 0.240 -1.691 0.268 0.20
H -0.97641 -5.17639 -2.28080 -0.668 1.513 0.780 0.37
H -0.57475 -3.36793 -2.00970 -1.294 -1.393 0.296 -0.07
H 0.78248 -5.40839 0.52384 -0.298 1.824 -0.727 0.31
H 1.07484 -4.43931 -1.04532 -0.790 0.191 1.562 0.14
H 5.12328 -2.35784 1.85632 -0.649 1.652 0.076 0.36
H -2.09762 -2.36022 0.19873 -1.616 -0.581 1.257 -0.14
H -2.34604 -2.64659 1.99079 -1.301 0.133 -1.558 0.01
H -3.36285 -0.52039 1.97963 -0.535 -0.598 -1.668 0.08
H -4.83741 -1.20674 1.12710 1.631 0.293 -0.647 0.38
H -5.87705 1.71142 1.02096 1.442 0.137 -1.369 -0.28
H -5.06260 2.77805 -0.33507 -0.069 -1.830 0.980 0.38
H -4.28637 2.55597 2.44844 1.090 0.027 -1.518 0.17
H -2.97218 1.55915 1.62462 -1.150 1.075 -0.370 0.23
H -3.18382 3.29479 1.06151 -1.079 -1.376 0.718 0.06
Br 8.67163 -1.11098 1.85905 -0.145 0.040 -0.001 -0.15
C 8.00600 0.03141 0.42567 0.079 -0.221 -0.077 -0.52
C 9.02333 1.07782 0.04250 -0.086 0.274 -0.086 -0.61
Br 9.08090 2.51992 1.35179 0.061 -0.156 0.020 -0.12
H 7.06075 0.45181 0.76684 0.209 0.027 -0.048 0.27
H 7.81714 -0.64470 -0.41093 0.058 0.132 0.063 0.38
H 8.74397 1.55804 -0.89727 -0.005 -0.086 0.102 0.36
H 10.03652 0.68460 -0.04261 -0.191 -0.003 0.059 0.39
Br 9.85582 5.61247 -1.11511 0.046 0.039 0.075 -0.12
C 9.37529 6.19087 0.68340 -0.178 -0.199 -0.125 -0.50
C 8.76074 7.56872 0.66929 0.078 0.172 0.187 -0.65
Br 10.12021 8.94600 0.44092 -0.077 -0.002 -0.053 -0.08
H 10.27810 6.12593 1.29048 -0.115 0.110 -0.104 0.38
H 8.65238 5.45160 1.03477 0.057 0.132 -0.052 0.21
H 8.29136 7.78920 1.62989 0.073 -0.075 -0.093 0.36
H 8.02986 7.70746 -0.12754 0.148 -0.107 0.093 0.39
Br 0.25437 -1.32091 -4.77966 -0.029 -0.077 0.144 -0.13
C 1.84697 -1.77467 -3.75036 0.001 0.236 -0.180 -0.07
C 2.58572 -2.93721 -4.36765 0.158 -0.087 0.197 -0.64
Br 1.68829 -4.62530 -3.98651 0.030 -0.032 -0.132 -0.13
H 1.52140 -1.96329 -2.72725 0.096 -0.036 -0.137 -0.25
H 2.46367 -0.87375 -3.77045 -0.036 -0.155 -0.001 0.43
H 3.57955 -3.03698 -3.92717 -0.128 0.060 -0.017 0.37
H 2.67918 -2.86426 -5.45135 -0.097 0.037 0.174 0.46
Br -0.76135 4.66409 -0.47983 -0.126 -0.055 -0.036 -0.13
C -1.98800 5.45431 -1.77275 0.323 -0.001 -0.047 -0.60
C -2.57500 6.74322 -1.25303 -0.248 0.054 -0.127 -0.55
Br -3.96761 6.40176 0.06846 0.073 -0.001 0.039 -0.12
H -2.73929 4.69887 -2.00193 0.042 0.175 0.065 0.34
H -1.38182 5.63907 -2.66206 -0.109 0.046 0.115 0.37
H -3.07277 7.28937 -2.05641 0.071 -0.103 0.067 0.35
H -1.83883 7.39288 -0.77949 -0.072 -0.184 -0.059 0.37
Br -3.65228 -6.66336 3.03869 0.503 -1.392 -0.096 0.11
C -2.35466 -7.67503 4.08749 -0.087 -0.200 -0.222 -0.77
C -3.02446 -8.43020 5.21072 0.191 -0.008 0.243 -0.37
Br -3.49397 -7.24511 6.68469 -0.143 -0.149 -0.090 -0.14
H -1.60154 -6.96536 4.43049 -0.147 -0.086 0.033 0.45
H -1.89752 -8.36939 3.37912 -0.047 0.052 0.132 0.42
H -2.33884 -9.16194 5.64246 -0.026 0.109 -0.093 0.42
H -3.94111 -8.93369 4.90474 0.136 0.131 -0.033 0.05
Br -5.15534 -1.98414 -3.74062 0.028 0.007 -0.081 -0.02
C -4.54940 -2.51366 -5.51696 -0.139 0.229 0.136 -0.70
C -5.53658 -3.44487 -6.17624 0.134 -0.037 -0.225 -0.55
Br -5.40812 -5.24909 -5.44643 -0.100 0.078 -0.194 -0.12
H -3.55659 -2.94829 -5.39922 -0.151 -0.013 -0.089 0.35
H -4.46860 -1.58056 -6.07834 -0.045 -0.159 0.020 0.40
H -5.31164 -3.55281 -7.23893 0.011 -0.009 0.137 0.36
H -6.57283 -3.12763 -6.05888 0.196 -0.019 0.060 0.39
Br -7.38288 5.48743 4.52490 0.105 -0.098 -0.081 -0.12
C -6.77896 4.92880 2.75804 -0.115 0.311 0.129 -0.37
C -7.77708 4.00401 2.10523 0.162 -0.119 -0.219 -0.59
Br -7.67650 2.20823 2.85876 -0.176 0.048 0.132 -0.15
H -5.79340 4.48109 2.88525 -0.168 -0.009 -0.064 0.17
H -6.68208 5.85407 2.18586 -0.051 -0.152 0.001 0.30
H -7.54856 3.88050 1.04458 0.009 0.045 0.107 0.33
H -8.80942 4.33678 2.21367 0.194 -0.022 0.060 0.45
Br -11.47838 -0.68365 1.00007 0.126 -0.094 -0.040 -0.11
C -10.89546 -1.23398 -0.77692 -0.131 0.317 0.080 -0.61
C -11.90436 -2.14984 -1.42573 0.123 -0.180 -0.189 -0.54
Br -11.80406 -3.95002 -0.68453 -0.145 0.089 -0.066 -0.12
H -9.91104 -1.68730 -0.66259 -0.178 -0.013 -0.069 0.31
H -10.79969 -0.30559 -1.34385 -0.040 -0.157 0.017 0.37
H -11.68687 -2.26746 -2.48895 0.010 0.049 0.130 0.35
H -12.93410 -1.81317 -1.30512 0.203 0.003 0.058 0.37
Br 10.62373 14.71126 -2.08267 0.008 -0.017 0.121 -0.13
C 11.54031 13.96949 -0.53108 0.161 0.008 -0.285 -0.25
C 10.91421 12.66788 -0.09534 0.001 -0.037 0.277 -0.67
Br 9.24524 12.97262 0.86462 -0.006 -0.019 -0.083 -0.15
H 11.52700 14.73694 0.24306 -0.105 -0.132 -0.074 0.21
H 12.56919 13.80920 -0.86015 -0.145 -0.044 0.044 0.17
H 11.56089 12.15045 0.61601 -0.029 0.081 -0.101 0.39
H 10.68641 11.99911 -0.92556 0.060 0.170 0.082 0.40
Br 13.55758 17.44232 -1.62852 -0.086 0.084 0.049 -0.12
C 13.28043 18.68975 -0.15606 0.338 -0.101 -0.092 -0.55
C 12.70307 17.99202 1.05100 -0.231 0.188 0.156 -0.61
Br 10.80170 17.63165 0.81675 0.106 -0.097 0.008 -0.12
H 12.64908 19.49343 -0.53413 0.012 -0.164 0.121 0.37
H 14.27229 19.08773 0.06853 -0.143 -0.059 0.043 0.33
H 12.76426 18.63475 1.93123 0.038 -0.042 -0.132 0.35
H 13.18369 17.03804 1.26892 -0.014 0.166 -0.123 0.36
Br 1.96506 -7.02930 -8.11154 0.015 0.048 0.147 -0.12
C 2.89575 -7.78563 -6.57469 0.137 0.004 -0.299 -0.37
C 2.27303 -9.09128 -6.14477 0.047 -0.037 0.269 -0.60
Br 0.61289 -8.79391 -5.16749 -0.003 -0.021 -0.069 -0.14
H 2.88934 -7.02574 -5.79330 -0.072 -0.166 -0.055 0.14
H 3.92165 -7.94334 -6.91422 -0.138 -0.056 0.067 0.35
H 2.92593 -9.61475 -5.44387 -0.039 0.100 -0.093 0.34
H 2.03740 -9.75286 -6.97847 0.042 0.187 0.080 0.38
Br -6.62790 -8.80489 0.16597 -0.339 -2.209 0.345 -0.05
C -5.37945 -9.89650 1.19211 0.088 -0.297 -0.141 -0.32
C -6.09066 -10.65506 2.28636 0.100 0.011 0.222 -0.61
Br -6.52563 -9.49184 3.78867 -0.126 -0.046 -0.087 -0.14
H -4.60154 -9.22766 1.56189 -0.180 -0.023 0.032 0.02
H -4.94404 -10.58743 0.46708 -0.114 0.063 0.084 0.44
H -5.44005 -11.42637 2.70273 -0.027 0.096 -0.121 0.37
H -7.02445 -11.11165 1.95790 0.166 0.107 -0.014 0.43
Br 13.60882 7.56784 -0.86943 -0.061 0.093 -0.026 -0.11
C 12.93803 8.70702 -2.30133 0.087 -0.311 -0.028 -0.49
C 13.95379 9.75293 -2.69002 -0.127 0.202 -0.127 -0.54
Br 14.01676 11.19753 -1.38265 0.098 -0.087 -0.011 -0.13
H 11.99323 9.12773 -1.95693 0.155 -0.006 -0.038 0.19
H 12.74612 8.02958 -3.13611 0.053 0.135 0.065 0.35
H 13.67095 10.23169 -3.62943 -0.013 -0.080 0.112 0.36
H 14.96649 9.35929 -2.77811 -0.191 0.002 0.076 0.37
```
Forces are in eV/Å.

The total energy comes out at -1909434.570 eV. As for the net charge: +1. The molar mass is 3014.691 g mol⁻¹. For the HOMO-LUMO gap, the calculation gives 7.19 eV. The value obtained for the LUMO energy is -3.192 eV.